{"formula": "C42H104N8O2", "method": "wB97M-V/def2-TZVPD", "e_tot_ev": -61254.0328, "e_homo_ev": [0.981, -6.105], "total_charge": -1, "de_lowest_kj_mol": 0.00, "multiplicity": 2, "gap_ev": [1.326, 8.350], "species": ["C", "C", "N", "C", "C", "C", "C", "H", "H", "H", "H", "H", "H", "H", "H", "H", "H", "H", "H", "H", "H", "H", "C", "C", "N", "C", "C", "C", "C", "H", "H", "H", "H", "H", "H", "H", "H", "H", "H", "H", "H", "H", "H", "H", "C", "C", "N", "C", "C", "C", "C", "H", "H", "H", "H", "H", "H", "H", "H", "H", "H", "H", "H", "H", "H", "H", "C", "C", "N", "C", "C", "C", "C", "H", "H", "H", "H", "H", "H", "H", "H", "H", "H", "H", "H", "H", "H", "H", "C", "C", "N", "C", "C", "C", "C", "H", "H", "H", "H", "H", "H", "H", "H", "H", "H", "H", "H", "H", "H", "H", "C", "C", "N", "C", "C", "C", "C", "H", "H", "H", "H", "H", "H", "H", "H", "H", "H", "H", "H", "H", "H", "H", "C", "C", "O", "N", "C", "H", "H", "H", "H", "H", "H", "H", "C", "C", "O", "N", "C", "H", "H", "H", "H", "H", "H", "H"], "positions_angstrom": [[-2.722, 2.119, 4.305], [-3.526, 1.787, 3.045], [-3.532, 0.321, 2.752], [-2.285, -0.148, 2.089], [-2.289, -1.673, 1.739], [-4.716, -0.026, 1.937], [-4.689, 0.646, 0.522], [-3.101, 1.461, 5.086], [-2.757, 3.137, 4.693], [-1.691, 1.779, 4.203], [-4.525, 2.163, 3.263], [-3.088, 2.308, 2.193], [-2.104, 0.382, 1.153], [-1.481, 0.032, 2.802], [-3.012, -1.902, 0.956], [-1.339, -1.929, 1.269], [-2.465, -2.273, 2.632], [-5.619, 0.336, 2.430], [-4.875, -1.103, 1.981], [-3.831, 0.367, -0.090], [-4.693, 1.736, 0.529], [-5.570, 0.401, -0.071], [-0.427, -0.478, 8.656], [-0.013, 0.802, 7.982], [1.325, 0.724, 7.287], [1.396, -0.362, 6.258], [0.498, -0.094, 5.074], [1.715, 2.045, 6.788], [2.034, 3.065, 7.908], [-1.315, -0.339, 9.273], [0.412, -0.870, 9.231], [-0.637, -1.225, 7.889], [-0.743, 1.100, 7.229], [0.074, 1.553, 8.767], [2.418, -0.444, 5.888], [1.250, -1.336, 6.726], [-0.578, -0.169, 5.231], [0.720, 0.892, 4.665], [0.683, -0.849, 4.310], [0.922, 2.433, 6.148], [2.591, 1.907, 6.155], [2.634, 2.620, 8.701], [1.103, 3.431, 8.340], [2.600, 3.888, 7.471], [3.469, 3.220, -0.278], [2.898, 3.831, 1.041], [2.457, 2.820, 2.005], [3.507, 1.842, 2.425], [4.595, 2.428, 3.383], [1.859, 3.373, 3.182], [0.403, 3.782, 2.912], [4.408, 2.668, -0.230], [3.516, 3.932, -1.102], [2.734, 2.489, -0.616], [3.690, 4.478, 1.419], [2.031, 4.464, 0.853], [3.020, 0.943, 2.802], [4.100, 1.478, 1.585], [5.160, 1.574, 3.755], [5.206, 3.202, 2.918], [4.178, 2.916, 4.264], [2.367, 4.255, 3.574], [1.720, 2.679, 4.012], [-0.117, 2.918, 2.497], [0.361, 4.601, 2.194], [-0.071, 4.035, 3.861], [2.982, 0.834, -8.347], [2.495, 1.164, -6.945], [3.193, 0.544, -5.805], [2.963, -0.942, -5.872], [3.821, -1.760, -4.892], [2.663, 1.108, -4.556], [2.980, 2.574, -4.285], [4.035, 0.922, -8.615], [2.458, 1.474, -9.056], [2.706, -0.185, -8.619], [2.538, 2.252, -6.896], [1.446, 0.911, -6.789], [3.191, -1.218, -6.901], [1.906, -1.189, -5.769], [4.878, -1.499, -4.932], [3.638, -2.806, -5.138], [3.401, -1.665, -3.890], [1.599, 0.897, -4.447], [3.109, 0.568, -3.720], [2.554, 3.300, -4.978], [2.550, 2.862, -3.326], [4.046, 2.771, -4.401], [-0.987, 2.798, -0.390], [-1.735, 2.177, -1.579], [-1.056, 2.030, -2.857], [-2.007, 1.387, -3.829], [-1.469, 0.958, -5.245], [-0.439, 3.293, -3.384], [-1.416, 4.432, -3.637], [-1.512, 2.711, 0.561], [-0.856, 3.844, -0.667], [-0.035, 2.275, -0.301], [-2.012, 1.161, -1.299], [-2.669, 2.729, -1.682], [-2.455, 0.511, -3.359], [-2.849, 2.072, -3.930], [-1.385, 1.835, -5.887], [-0.500, 0.461, -5.222], [-2.224, 0.343, -5.735], [0.061, 3.038, -4.319], [0.335, 3.567, -2.667], [-1.912, 4.788, -2.734], [-2.167, 4.180, -4.386], [-0.909, 5.322, -4.010], [-4.117, -1.781, -3.113], [-3.256, -2.915, -3.705], [-3.129, -3.987, -2.732], [-2.003, -3.661, -1.891], [-2.264, -4.357, -0.566], [-2.988, -5.244, -3.427], [-4.317, -5.757, -4.011], [-4.240, -0.986, -3.849], [-3.620, -1.447, -2.202], [-5.103, -2.070, -2.749], [-3.732, -3.252, -4.626], [-2.241, -2.594, -3.939], [-1.018, -3.905, -2.289], [-1.921, -2.586, -1.730], [-3.252, -4.106, -0.181], [-2.235, -5.439, -0.693], [-1.538, -3.977, 0.153], [-2.521, -5.967, -2.757], [-2.208, -5.187, -4.186], [-5.135, -5.825, -3.294], [-4.128, -6.754, -4.408], [-4.636, -5.187, -4.884], [1.456, -5.764, 2.486], [1.338, -4.611, 1.431], [1.602, -3.469, 1.775], [1.111, -4.968, 0.160], [0.829, -6.295, -0.350], [0.592, -5.706, 3.149], [2.364, -5.482, 3.018], [1.604, -6.731, 2.006], [1.118, -4.163, -0.451], [1.723, -6.916, -0.404], [0.400, -6.175, -1.345], [0.113, -6.924, 0.179], [1.024, -0.585, -2.141], [1.396, -1.635, -1.157], [1.499, -2.816, -1.534], [1.562, -1.353, 0.111], [1.212, -0.105, 0.735], [-0.029, -0.327, -2.025], [1.141, -0.799, -3.203], [1.510, 0.349, -1.856], [1.575, -2.123, 0.765], [0.246, 0.117, 0.282], [1.928, 0.689, 0.521], [1.091, -0.193, 1.815]]}